# 1
130
Properties=species:S:1:pos:R:3 method="wB97M-V/def2-TZVPD" total_energy_ev=-262520.8821 e_above_lowest_kcal_mol=190.0 lumo_energy_ev=0.24 smiles=C#CCCC[C@](CN)(CCCCO)O[C@H](CNOCCOCC)[C@H](Cl)CC.ClCCCl.ClCCCl.ClCCCl.ClCCCl.ClCCCl.ClCCCl.ClCCCl.ClCCCl
C 9.3496 -0.5200 -1.0979
C 8.5273 -1.6331 -0.7738
C 7.4331 -2.8097 -0.3245
C 6.3578 -2.9643 -1.5611
C 4.8191 -2.9615 -0.9977
C 3.7210 -2.2418 -2.0019
C 4.1256 -2.3040 -3.5967
N 4.9208 -1.1184 -4.0969
C 3.5456 -0.6140 -1.6562
C 4.9111 0.0838 -1.0809
C 4.7372 1.7364 -1.2716
C 6.0148 2.5594 -0.6535
O 5.5626 3.6824 0.2278
O 2.3656 -2.8086 -1.8690
C 2.2776 -4.1866 -2.3651
C 1.2946 -4.3555 -3.7036
N 0.5785 -3.0626 -4.0667
O -0.5037 -2.8467 -3.2978
C -1.5967 -2.2394 -4.0774
C -2.6526 -1.3408 -3.1684
O -2.3216 -1.3923 -1.7351
C -3.0621 -0.3891 -0.9532
C -3.3316 -1.0884 0.5417
C 1.4933 -5.0496 -1.1654
Cl 1.6698 -4.0095 0.4034
C 2.2605 -6.4818 -0.9342
C 3.0945 -6.6040 0.4721
H 9.9364 0.5078 -0.9555
H 8.0757 -3.7701 -0.1138
H 6.9651 -2.4346 0.6836
H 6.5504 -4.0464 -2.0243
H 6.6098 -2.1308 -2.3411
H 4.8629 -2.4487 0.0799
H 4.5553 -4.1025 -0.7639
H 4.7380 -3.2781 -3.8103
H 3.1449 -2.3493 -4.2761
H 4.4094 -0.6057 -4.8757
H 5.7945 -1.4701 -4.5760
H 2.7491 -0.5887 -0.7682
H 3.0322 -0.0263 -2.5467
H 4.9977 -0.1797 0.0804
H 5.8939 -0.1869 -1.6656
H 3.6924 2.0519 -0.8440
H 4.7417 1.8978 -2.4529
H 6.7234 3.0372 -1.4660
H 6.7049 1.8097 -0.0323
H 4.5924 3.5209 0.4926
H 3.2987 -4.7356 -2.5181
H 0.5292 -5.2476 -3.5947
H 1.9865 -4.6497 -4.6307
H 0.3609 -3.0035 -5.0858
H -2.2194 -3.1431 -4.5330
H -1.2161 -1.5026 -4.9340
H -2.7233 -0.2224 -3.5673
H -3.7348 -1.8023 -3.3576
H -4.1122 -0.2056 -1.4399
H -2.4648 0.6230 -0.7783
H -3.0556 -0.2888 1.3545
H -4.4664 -1.4342 0.6295
H -2.5967 -2.0105 0.6856
H 0.3527 -5.2237 -1.4102
H 3.0067 -6.7792 -1.8018
H 1.4300 -7.3255 -0.9092
H 2.3104 -6.7181 1.3507
H 3.8905 -5.7620 0.6535
H 3.7061 -7.6288 0.4690
Cl -6.8133 -0.6534 -0.6485
C -6.7853 -1.9215 -1.8987
C -7.4324 -3.2125 -1.4226
Cl -6.4736 -4.0179 -0.1546
H -5.7452 -2.0791 -2.2001
H -7.3330 -1.5282 -2.7601
H -7.5108 -3.9179 -2.2547
H -8.4379 -3.0381 -1.0275
Cl 2.0877 1.5579 1.2793
C 1.0656 0.3886 2.1511
C -0.3522 0.3438 1.6032
Cl -1.2525 1.8436 1.9432
H 1.0791 0.6506 3.2134
H 1.5382 -0.5913 2.0366
H -0.9076 -0.4715 2.0754
H -0.3617 0.1810 0.5210
Cl -7.8848 -1.9974 3.4719
C -6.4998 -3.1169 3.4612
C -5.3184 -2.5773 4.2520
Cl -4.5704 -1.1647 3.4644
H -6.2306 -3.3151 2.4192
H -6.8470 -4.0537 3.9066
H -4.5417 -3.3435 4.3292
H -5.6108 -2.2849 5.2652
Cl -3.3668 6.6689 -0.2056
C -2.5814 6.6822 1.3928
C -2.4777 5.2893 1.9939
Cl -4.0707 4.6312 2.4461
H -3.1431 7.3606 2.0421
H -1.5805 7.0995 1.2497
H -1.8789 5.3228 2.9086
H -2.0044 4.5855 1.3022
Cl 1.0024 7.6075 2.4813
C 1.3175 9.1926 1.7330
C 0.1686 10.1662 1.9434
Cl -1.2909 9.6904 1.0384
H 1.5206 9.0324 0.6697
H 2.2265 9.5861 2.1972
H 0.4526 11.1595 1.5843
H -0.1008 10.2500 3.0008
Cl -8.1975 -6.0693 3.9190
C -8.8462 -6.1349 2.2617
C -10.1683 -5.3950 2.1321
Cl -11.4872 -6.2161 3.0048
H -8.9431 -7.1866 1.9757
H -8.0979 -5.6733 1.6109
H -10.4666 -5.3482 1.0809
H -10.0966 -4.3711 2.5120
Cl -2.7474 4.0475 7.3489
C -2.9760 3.0852 5.8677
C -1.9705 1.9498 5.7590
Cl -0.3134 2.5429 5.4805
H -2.9146 3.7616 5.0098
H -3.9908 2.6789 5.9083
H -2.2234 1.3093 4.9092
H -1.9615 1.3309 6.6616
Cl 6.0328 10.0537 -1.0337
C 4.7999 9.0760 -1.8680
C 3.6009 9.9070 -2.2969
Cl 2.6439 10.4756 -0.9054
H 4.5065 8.2585 -1.2025
H 5.2833 8.6414 -2.7478
H 2.9309 9.3019 -2.9144
H 3.9041 10.7822 -2.8798

# 2
120
Properties=species:S:1:pos:R:3 method="wB97M-V/def2-TZVPD" total_energy_ev=-128854.1050 total_charge=+1 lumo_energy_ev=-2.67
C -0.9175 -2.8705 3.2459
C 0.3928 -2.6887 3.2763
C 1.9802 -2.4366 3.5096
C 2.3793 -1.1090 2.6749
C 3.0145 -1.4083 1.2261
N 3.1553 -0.1564 0.3499
C 4.1795 -0.5069 -0.6872
C 4.0961 0.2550 -2.0879
C 2.6334 0.6341 -2.6269
S 2.4363 0.2319 -4.4320
C 0.6641 0.2328 -4.9531
S 0.3281 0.9702 -6.4530
N -0.4870 -0.3438 -4.2356
C -1.3571 0.6653 -3.5710
C -0.6543 1.4462 -2.3100
C -1.6410 2.6806 -1.8518
C -2.7131 2.2661 -0.7199
C -3.6170 3.6158 -0.4429
C -3.6613 4.0536 1.1133
C -5.2293 4.2029 1.5779
C -5.7991 2.7392 2.0159
C -0.1720 -1.5534 -3.4324
C -1.2430 -1.9729 -2.3024
C -2.5990 -2.4815 -3.0106
C -3.8057 -2.8602 -2.0089
C -3.7433 -2.1659 -0.5550
C -4.9997 -2.6364 0.3456
C -4.6957 -2.2838 1.9201
C -3.9776 -0.8240 2.0746
C 3.5168 0.9581 1.2929
C 4.3743 2.1549 0.6592
Cl 6.2003 2.1128 0.6426
C 3.7341 3.3229 0.0754
C 2.1457 3.5514 -0.0098
Cl 4.7796 4.6680 -0.6637
C 4.2311 0.4492 2.6778
O 3.3037 -0.3244 3.4920
H -2.0628 -2.7730 3.3990
H 2.6330 -3.3373 3.2181
H 2.1111 -2.1762 4.6357
H 1.4052 -0.4948 2.4987
H 2.3269 -2.1663 0.6756
H 4.0528 -1.9372 1.2926
H 2.1984 0.0297 0.0024
H 4.0836 -1.6510 -0.9016
H 5.2315 -0.3828 -0.2116
H 4.5849 -0.4398 -2.8902
H 4.7431 1.2231 -2.1073
H 2.5218 1.7917 -2.5150
H 1.7458 0.1765 -2.0604
H -1.5273 1.5120 -4.3595
H -2.4306 0.2963 -3.3193
H -0.3732 0.7504 -1.4404
H 0.2665 1.9871 -2.7868
H -2.1059 3.2090 -2.7766
H -0.9132 3.4725 -1.3910
H -3.3919 1.4277 -1.1289
H -2.1801 1.9843 0.2581
H -3.2001 4.5182 -1.0556
H -4.6899 3.4446 -0.8219
H -3.1957 5.1132 1.2585
H -3.1242 3.3078 1.8084
H -5.2644 4.9270 2.4809
H -5.8722 4.6900 0.7497
H -6.1247 2.6961 3.1269
H -4.9321 1.9907 1.8131
H -6.6716 2.4784 1.2922
H 0.8702 -1.5548 -2.9165
H -0.1311 -2.4516 -4.1811
H -1.3793 -1.1671 -1.4962
H -0.7912 -2.9014 -1.7554
H -2.9280 -1.7490 -3.8587
H -2.3210 -3.4669 -3.5751
H -4.7855 -2.4705 -2.5132
H -3.9571 -3.9900 -1.8603
H -3.8334 -1.0071 -0.6888
H -2.7220 -2.3127 -0.0072
H -5.1134 -3.7764 0.2178
H -5.9704 -2.0875 0.0562
H -3.9096 -3.0643 2.2679
H -5.6749 -2.3534 2.5507
H -4.1845 -0.3368 3.0947
H -4.2937 -0.0793 1.2417
H -2.8328 -1.0299 2.0406
H 2.5098 1.4369 1.6408
H 1.9125 4.6930 -0.0714
H 1.5643 3.1811 0.9317
H 1.6746 3.0173 -0.9120
H 5.1936 -0.1107 2.3905
H 4.4542 1.4282 3.2723
C 3.0340 -7.1511 2.2642
S 2.0995 -6.2321 1.0216
O 2.3484 -4.7738 1.2610
C 0.4656 -6.6182 1.6886
H 4.0986 -7.0186 2.0646
H 2.8032 -6.7720 3.2618
H 2.7842 -8.2116 2.1978
H 0.3927 -6.2713 2.7210
H 0.2983 -7.6955 1.6406
H -0.2844 -6.1085 1.0815
C -1.9355 5.1514 -8.8869
S -1.5366 4.7298 -7.1761
O -2.5639 5.3781 -6.3031
C -0.0347 5.7306 -7.0806
H -2.8722 4.6600 -9.1547
H -2.0522 6.2322 -8.9881
H -1.1407 4.7955 -9.5453
H -0.2688 6.7754 -7.2928
H 0.6986 5.3561 -7.7970
H 0.3713 5.6481 -6.0712
C 4.4241 -0.3925 6.9234
S 5.0889 -2.0008 7.4072
O 4.3707 -3.0409 6.6054
C 4.3765 -2.0088 9.0678
H 4.7164 -0.1944 5.8910
H 3.3346 -0.4013 6.9953
H 4.8370 0.3840 7.5703
H 3.2904 -1.9181 9.0080
H 4.7921 -1.1819 9.6463
H 4.6353 -2.9529 9.5496